[1]
A molecular structure, C16H17F4N2W, computed with wB97M-V/def2-TZVPD.

The geometry in XYZ format:
```
40
Properties=species:S:1:pos:R:3
W -0.271 -0.641 0.207
C -3.489 0.274 0.191
N -2.084 0.438 -0.312
C -1.992 -0.117 -1.687
C -1.797 1.905 -0.172
C -0.412 2.228 -0.659
N 0.472 1.082 -0.363
C 1.792 1.222 -0.841
C 2.523 0.046 -0.958
F 1.767 -1.085 -0.629
C 3.817 -0.056 -1.390
F 4.396 -1.230 -1.476
C 4.470 1.125 -1.734
C 3.792 2.326 -1.637
F 4.382 3.450 -1.950
C 2.462 2.397 -1.205
F 1.890 3.581 -1.125
H -4.136 0.950 -0.368
H -3.542 0.543 1.243
H -3.850 -0.736 0.026
H -2.352 0.604 -2.427
H -2.579 -1.029 -1.762
H -0.924 -0.332 -1.979
H -1.895 2.120 0.892
H -2.546 2.490 -0.709
H -0.047 3.135 -0.179
H -0.374 2.400 -1.739
H 5.497 1.103 -2.082
C -1.367 -1.056 2.205
C -0.006 -1.031 2.571
C 0.895 -1.821 1.845
C 0.417 -2.787 0.887
C -0.956 -2.969 0.701
C -1.843 -2.042 1.271
H -2.065 -0.400 2.709
H 0.349 -0.326 3.314
H 1.959 -1.734 2.030
H 1.131 -3.407 0.359
H -1.319 -3.733 0.021
H -2.904 -2.134 1.099
```

**E**: -32511.18488 eV
**Charge**: +3
**HOMO-LUMO gap (spin up / spin down)**: 5.84 / 5.84 eV

=====

[2]
2 unconnected molecules or ions with the total composition C2H5NS, computed with wB97M-V/def2-TZVPD.

The geometry in XYZ format:
```
9
Properties=species:S:1:pos:R:3
C -2.157 0.571 -0.131
C 1.873 -0.507 0.061
N -1.127 0.142 0.440
S 0.983 0.882 -0.606
H -3.077 0.076 0.337
H -2.350 1.262 -0.873
H 2.102 -1.317 -0.599
H 1.034 -0.816 0.776
H 2.721 -0.291 0.596
```

**E**: -14476.78558 eV
**HOMO-LUMO gap (spin up / spin down)**: 7.76 / 7.59 eV

=====

[3]
A molecular structure, C11H11I2NO7, computed with wB97M-V/def2-TZVPD.

The geometry in XYZ format:
```
32
Properties=species:S:1:pos:R:3
C -0.359 -3.576 -0.421
C -0.302 -2.009 -0.532
I 1.308 -1.178 -1.726
C -1.224 -1.206 0.122
I -0.916 0.951 -0.103
C -2.417 -1.740 1.018
O -3.218 -0.510 1.208
C -4.150 -0.468 0.146
O -4.704 0.468 -0.330
O -4.387 -1.760 -0.439
C -3.571 -2.605 0.406
N -3.350 -4.019 0.025
C -3.898 -4.181 -1.099
O -4.363 -4.461 -2.123
H -0.516 -3.913 0.639
H 0.624 -4.006 -0.788
H -1.144 -3.949 -1.138
H -2.081 -1.938 2.076
H -4.269 -2.720 1.305
C 2.164 4.509 -0.079
C 3.169 3.570 0.556
C 4.378 3.310 -0.300
O 4.766 1.999 0.101
C 3.644 1.374 0.556
O 3.565 0.209 0.786
O 2.621 2.261 0.712
H 1.559 3.993 -0.827
H 1.473 4.886 0.678
H 2.655 5.367 -0.543
H 3.458 3.938 1.546
H 5.181 4.022 -0.107
H 4.162 3.300 -1.372
```

**E**: -43606.79405 eV
**HOMO-LUMO gap**: 8.51 eV

=====

[4]
2 unconnected molecules or ions with the total composition C5H9N3O3, computed with wB97M-V/def2-TZVPD.

The geometry in XYZ format:
```
20
Properties=species:S:1:pos:R:3
C 2.227 -0.331 1.163
C -1.461 1.591 -1.706
C -0.222 0.734 -1.500
C 1.343 -1.331 0.808
C -0.399 -0.017 0.807
N 2.829 0.627 1.260
N 1.202 -1.807 -0.358
N -0.213 0.546 1.958
O 0.384 -2.851 -0.574
O -1.073 -0.985 0.520
O 0.168 0.857 -0.143
H -1.375 2.423 -1.124
H -1.621 1.905 -2.633
H -2.412 1.177 -1.213
H 0.677 1.176 -2.050
H -0.333 -0.244 -1.936
H 0.811 -1.968 1.527
H -0.818 0.217 2.718
H 0.362 1.344 2.156
H -0.075 -3.064 0.320
```

**E**: -15939.66265 eV
**SMILES**: CCOC(N)=O.N#C/C=N/O
**HOMO-LUMO gap**: 10.19 eV

=====

[5]
2 unconnected molecules or ions with the total composition C7H16N2O, computed with wB97M-V/def2-TZVPD.

The geometry in XYZ format:
```
26
Properties=species:S:1:pos:R:3
C 2.259 0.317 -0.949
C 2.076 1.357 0.128
C 2.833 0.801 -2.256
N 2.502 -1.050 -0.551
N 1.373 -0.823 -0.970
H 2.176 1.552 -2.694
H 3.022 1.863 0.316
H 1.341 2.097 -0.185
H 1.739 0.900 1.056
H 3.810 1.251 -2.086
H 2.946 -0.023 -2.959
C -1.295 -0.880 0.461
C -2.372 -0.178 1.291
C -1.253 -2.381 0.753
C -2.292 1.338 1.155
O -1.572 -0.629 -0.902
H -0.841 -0.974 -1.421
H -0.309 -0.448 0.712
H -3.346 -0.522 0.943
H -2.254 -0.464 2.337
H -0.468 -2.854 0.164
H -1.048 -2.558 1.804
H -2.210 -2.831 0.494
H -1.346 1.710 1.545
H -3.100 1.813 1.705
H -2.369 1.616 0.109
```

**E**: -12544.39837 eV
**SMILES**: CC[C@@H](C)O.CC1(C)N=N1
**HOMO-LUMO gap**: 10.41 eV

=====

[6]
2 unconnected molecules or ions with the total composition C4H9O2, computed with wB97M-V/def2-TZVPD.

The geometry in XYZ format:
```
15
Properties=species:S:1:pos:R:3
C -0.616 -1.472 -0.957
C -0.501 -1.910 -2.490
H -0.459 -2.454 -0.427
H -0.089 -0.509 -0.711
H -1.641 -1.205 -0.864
H 0.401 -1.399 -2.884
H -0.487 -2.977 -2.745
H -1.358 -1.514 -2.934
C 1.636 0.694 0.900
C 0.169 1.062 1.092
O -0.495 0.871 2.125
O -0.310 1.353 -0.064
H 1.631 -0.324 0.460
H 2.361 0.763 1.696
H 1.999 1.314 0.071
```

**E**: -8389.49629 eV
**Charge**: -1
**HOMO-LUMO gap**: 7.89 eV

=====

[7]
A gas-phase ion, C4H7IN (charge +1), computed with wB97M-V/def2-TZVPD.

The geometry in XYZ format:
```
13
Properties=species:S:1:pos:R:3
C 0.449 1.456 -1.751
C 0.946 0.623 -0.732
C 0.240 -1.083 0.936
C -0.924 -0.428 1.641
N 0.050 -0.316 -0.312
I -2.719 -1.512 1.950
H 1.129 1.990 -2.331
H -0.620 1.372 -1.967
H 2.045 0.622 -0.585
H 1.155 -0.853 1.498
H 0.150 -2.123 0.699
H -1.043 0.606 1.795
H -0.857 -0.354 -0.841
```

**E**: -13841.53204 eV
**Charge**: +1
**HOMO-LUMO gap (spin up / spin down)**: 6.21 / 6.22 eV

=====

[8]
A molecular structure, C18H23FeN2O4, computed with wB97M-V/def2-TZVPD.

The geometry in XYZ format:
```
48
Properties=species:S:1:pos:R:3
C 3.324 -1.089 2.520
O 2.197 -1.597 1.802
C 1.066 -0.857 1.489
C -0.103 -0.957 2.296
C -1.020 0.218 2.250
C -1.365 0.417 0.821
C -0.347 0.282 -0.124
C 0.908 -0.261 0.222
Fe -0.714 -1.742 0.533
C -2.150 -2.439 1.303
O -3.007 -3.062 1.776
C 0.112 -3.310 0.634
O 0.542 -4.379 0.696
C -1.368 -2.147 -1.057
O -1.756 -2.600 -2.054
H 3.994 -1.942 2.621
H 3.812 -0.294 1.953
H 3.021 -0.733 3.508
H -0.037 -1.566 3.193
H -1.897 0.054 2.894
H -0.491 1.108 2.652
H -2.382 0.671 0.522
H -0.486 0.617 -1.161
H 1.721 -0.327 -0.504
C -4.151 3.394 -0.188
C -4.238 4.538 0.799
C -4.997 5.720 0.208
C -4.919 4.121 2.094
N -2.870 4.927 1.116
C -1.772 4.258 0.725
N -0.751 5.073 1.119
C 0.640 4.888 0.794
C -1.221 6.119 1.909
C -2.569 6.021 1.912
H -3.578 2.564 0.238
H -5.170 3.061 -0.416
H -3.671 3.731 -1.114
H -5.078 6.558 0.911
H -4.532 6.069 -0.722
H -6.014 5.382 -0.033
H -4.993 4.961 2.797
H -5.931 3.778 1.853
H -4.372 3.296 2.567
H 0.725 4.064 0.075
H 1.073 5.798 0.352
H 1.216 4.655 1.699
H -0.589 6.828 2.399
H -3.316 6.616 2.392
```

**Spin multiplicity**: 5
**E**: -64583.06364 eV
**Charge**: +1
**Expectation value of S²**: 6.0947
**HOMO-LUMO gap (spin up / spin down)**: 7.25 / 4.08 eV

=====

[9]
A molecular structure, C2H3NO3, computed with wB97M-V/def2-TZVPD.

The geometry in XYZ format:
```
9
Properties=species:S:1:pos:R:3
C -0.012 -0.192 1.215
C -0.546 -0.596 -0.673
N 0.507 0.131 0.018
O 0.262 0.027 2.356
O -1.023 -0.993 0.643
O 1.433 1.087 -0.318
H -1.165 0.169 -1.230
H -0.379 -1.505 -1.342
H 0.923 1.871 -0.670
```

**E**: -9752.47674 eV
**HOMO-LUMO gap**: 10.57 eV

=====

[10]
A single C15H16N2O4S2 molecule, computed with wB97M-V/def2-TZVPD.

The geometry in XYZ format:
```
39
Properties=species:S:1:pos:R:3
C 1.970 5.787 3.807
C 1.496 4.457 3.346
C 0.814 4.156 2.198
C 0.511 2.797 2.058
C 0.963 2.028 3.109
C 0.898 0.644 3.395
C 0.339 -0.391 2.715
C -0.393 -0.428 1.453
O -0.703 0.494 0.731
N -0.772 -1.731 1.163
C -0.385 -2.739 2.003
O -0.621 -3.905 1.864
S 0.472 -2.022 3.381
C -1.327 -2.041 -0.132
H -1.979 -1.211 -0.418
H -1.883 -2.978 -0.053
C -0.161 -2.178 -1.126
O 0.985 -2.030 -0.754
N -0.486 -2.491 -2.395
C -1.811 -2.561 -2.970
H -2.583 -2.492 -2.208
C -1.965 -1.422 -3.990
O -0.970 -1.493 -4.981
C 0.322 -1.416 -4.417
H 1.023 -1.490 -5.249
C 0.552 -2.545 -3.409
H 1.518 -2.436 -2.915
H 0.499 -3.513 -3.917
H 0.454 -0.446 -3.912
H -2.921 -1.496 -4.510
H -1.907 -0.455 -3.465
H -1.908 -3.520 -3.492
H 1.385 0.365 4.324
S 1.781 3.040 4.286
H -0.018 2.379 1.223
H 0.538 4.902 1.473
H 3.053 5.789 3.926
H 1.694 6.552 3.085
H 1.531 6.037 4.772
```

**E**: -48655.94242 eV
**SMILES**: Cc1ccc(/C=C2/SC(=O)N(CC(=O)N3CCOCC3)C2=O)s1
**HOMO-LUMO gap**: 7.48 eV

=====

[11]
2 unconnected molecules or ions with the total composition C3H7PS2, computed with wB97M-V/def2-TZVPD.

The geometry in XYZ format:
```
13
Properties=species:S:1:pos:R:3
C -0.751 0.237 -0.912
C 0.040 -2.399 -0.881
C -0.167 2.162 0.746
P 0.721 -0.686 -0.853
S -2.222 0.379 -1.447
S 0.897 1.662 2.080
H 0.143 -2.828 -1.913
H -0.885 -2.357 -0.388
H 0.684 -3.001 -0.129
H -1.164 2.253 0.903
H 0.349 2.728 0.050
H 0.587 -0.747 0.521
H 1.768 2.598 2.224
```

**E**: -34179.11346 eV
**HOMO-LUMO gap (spin up / spin down)**: 6.97 / 7.58 eV

=====

[12]
A molecular structure, C3H5HoO4, computed with wB97M-V/def2-TZVPD.

The geometry in XYZ format:
```
13
Properties=species:S:1:pos:R:3
C -1.368 1.766 -1.136
C -1.780 0.893 0.009
O -1.568 -0.421 -0.123
Ho -0.024 -2.033 -0.304
H -1.772 2.781 -1.017
H -0.268 1.798 -1.221
H -1.701 1.355 -2.111
H -2.695 1.166 0.560
H 1.547 -0.128 1.742
O 1.413 -1.070 1.324
C 2.515 -1.804 0.874
O 2.096 -2.654 0.022
O 3.604 -1.648 1.381
```

**Spin multiplicity**: 6
**E**: -37172.66362 eV
**Charge**: +1
**Expectation value of S²**: 8.7531
**HOMO-LUMO gap (spin up / spin down)**: 4.68 / 7.83 eV

=====

[13]
A single C27H29N3O4S molecule, computed with wB97M-V/def2-TZVPD.

The geometry in XYZ format:
```
64
Properties=species:S:1:pos:R:3
C -3.553 4.318 -0.953
C -3.158 2.872 -1.198
H -3.694 2.206 -0.510
H -3.399 2.572 -2.229
O -1.758 2.754 -0.990
C -1.213 1.542 -1.355
C 0.316 1.638 -1.277
C 0.856 2.835 -2.066
C 0.348 2.935 -3.502
C 1.161 3.943 -4.308
O 0.649 3.971 -5.624
H 1.137 4.620 -6.140
H 1.087 4.936 -3.843
H 2.221 3.644 -4.314
H -0.695 3.251 -3.513
H 0.409 1.974 -4.014
H 0.577 3.746 -1.534
H 1.946 2.768 -2.071
H 0.562 1.791 -0.221
C 0.923 0.292 -1.717
C 0.181 -0.812 -1.027
C -1.008 -0.632 -0.451
O -1.718 0.537 -0.478
C -1.692 -1.745 0.267
O -1.145 -2.816 0.482
N -2.958 -1.471 0.631
H -3.281 -0.521 0.533
C -3.781 -2.429 1.345
C -3.390 -2.537 2.782
N -4.118 -2.172 3.797
C -3.359 -2.447 4.908
C -3.640 -2.267 6.257
C -2.672 -2.637 7.166
C -1.448 -3.175 6.759
C -1.148 -3.364 5.426
C -2.116 -2.996 4.505
N -2.173 -3.044 3.138
H -1.467 -3.342 2.478
H -0.203 -3.780 5.111
H -0.721 -3.450 7.510
H -2.858 -2.511 8.223
H -4.584 -1.852 6.569
H -3.643 -3.404 0.864
H -4.825 -2.126 1.279
H 0.638 -1.786 -0.966
C 2.388 0.239 -1.386
C 2.860 0.006 -0.139
S 4.583 0.040 -0.014
C 4.716 0.387 -1.714
C 5.889 0.575 -2.429
C 5.799 0.841 -3.779
C 4.556 0.910 -4.407
C 3.392 0.721 -3.698
C 3.449 0.460 -2.327
H 2.439 0.773 -4.201
H 4.509 1.113 -5.467
H 6.699 0.993 -4.356
H 6.845 0.514 -1.932
H 2.285 -0.196 0.744
H 0.810 0.173 -2.800
H -1.529 1.258 -2.380
H -3.293 4.604 0.062
H -4.623 4.438 -1.096
H -3.024 4.970 -1.643
```

**E**: -51966.59727 eV
**SMILES**: CCO[C@@H]1OC(C(=O)NCc2nc3ccccc3[nH]2)=C[C@H](c2csc3ccccc23)[C@H]1CCCO
**HOMO-LUMO gap**: 8.92 eV

=====

[14]
2 unconnected molecules or ions with the total composition C21H41F2N2O2PS, computed with wB97M-V/def2-TZVPD.

The geometry in XYZ format:
```
70
Properties=species:S:1:pos:R:3
C -2.243 2.276 -0.712
C -3.474 1.375 -0.457
C -3.052 -0.099 -0.484
C -2.307 -0.527 -1.774
C -2.815 -1.920 -2.271
C -1.793 -2.590 -3.198
C -0.659 -3.366 -2.476
C -1.005 -3.939 -1.089
C -0.838 -2.938 0.061
C -0.890 -3.630 1.454
C -1.519 -2.688 2.529
C -0.431 -2.267 3.549
C 0.726 -1.538 2.827
C 1.174 -0.236 3.532
C 1.581 0.866 2.507
C 2.953 1.547 2.906
P 4.291 0.752 2.038
F 5.463 0.676 3.019
F 3.968 -0.678 1.672
C 4.883 1.685 0.625
C 3.704 2.015 -0.372
S 3.934 3.695 -1.027
C 4.499 3.492 -2.663
N 3.864 3.891 -3.708
N 4.577 3.539 -4.817
C 5.640 2.946 -4.378
O 5.667 2.893 -3.045
H -2.568 3.304 -0.527
H -1.415 2.011 -0.039
H -1.923 2.136 -1.750
H -3.832 1.638 0.542
H -4.282 1.612 -1.151
H -3.899 -0.779 -0.335
H -2.357 -0.264 0.355
H -2.514 0.150 -2.608
H -1.221 -0.612 -1.642
H -3.699 -1.699 -2.884
H -3.184 -2.547 -1.455
H -1.311 -1.774 -3.757
H -2.252 -3.216 -3.968
H 0.273 -2.792 -2.393
H -0.405 -4.230 -3.104
H -1.994 -4.406 -1.037
H -0.288 -4.754 -0.902
H -1.612 -2.172 0.055
H 0.125 -2.429 -0.093
H 0.130 -3.931 1.706
H -1.564 -4.488 1.368
H -1.884 -1.747 2.105
H -2.341 -3.204 3.030
H -0.871 -1.674 4.357
H -0.052 -3.197 3.988
H 1.583 -2.223 2.828
H 0.472 -1.362 1.778
H 0.334 0.149 4.114
H 2.037 -0.454 4.170
H 0.840 1.665 2.489
H 1.724 0.413 1.521
H 3.095 1.399 3.982
H 2.920 2.622 2.710
H 5.638 1.114 0.077
H 5.284 2.650 0.954
H 3.688 1.258 -1.157
H 2.737 1.960 0.135
H 6.394 2.540 -5.034
C -5.544 4.396 -0.511
O -5.639 3.407 0.388
H -4.717 5.147 -0.350
H -5.361 4.086 -1.583
H -6.440 5.065 -0.621
```

**E**: -55070.36166 eV
**HOMO-LUMO gap**: 1.82 eV